[1]
ORCA calculation (ωB97M-V/def2-TZVPD) on a structure of composition C24H24BrF5I2KN3O6 at a distorted geometry.

Each line ends with the natural charge from an NBO analysis.
Cartesian coordinates (Å):
K -0.978 0.386 0.264  0.91
C 2.634 -0.669 4.594  -0.65
C 2.112 -1.381 3.377  0.02
C 2.331 -2.734 3.147  -0.19
C 1.803 -3.340 2.024  -0.25
C 1.057 -2.550 1.164  0.18
Br 0.320 -3.328 -0.387  0.05
N 0.845 -1.266 1.343  -0.46
C 1.356 -0.702 2.433  0.03
H 3.208 -1.349 5.224  0.20
H 1.802 -0.270 5.176  0.24
H 3.281 0.163 4.309  0.21
H 2.897 -3.322 3.861  0.20
H 1.917 -4.397 1.835  0.22
H 1.144 0.358 2.551  0.20
C 1.938 -0.828 -2.627  -0.42
N 0.674 -0.234 -3.016  -0.43
C 0.767 1.210 -3.018  -0.44
C 0.196 -0.773 -4.265  -0.22
C -1.226 -0.328 -4.604  -0.22
N -2.133 -0.358 -3.475  -0.43
C -2.208 -1.657 -2.834  -0.43
C -3.445 0.108 -3.874  -0.41
H 2.759 -0.551 -3.318  0.14
H 1.848 -1.914 -2.603  0.20
H 2.202 -0.487 -1.624  0.23
H 1.500 1.588 -3.759  0.14
H 1.074 1.536 -2.026  0.26
H -0.207 1.653 -3.228  0.20
H 0.222 -1.862 -4.178  0.19
H 0.847 -0.496 -5.120  0.15
H -1.584 -0.974 -5.433  0.15
H -1.216 0.697 -4.983  0.19
H -2.566 -2.443 -3.528  0.14
H -2.893 -1.603 -1.988  0.23
H -1.233 -1.938 -2.440  0.23
H -3.885 -0.519 -4.675  0.14
H -3.378 1.135 -4.239  0.19
H -4.118 0.090 -3.017  0.22
I -5.798 -0.469 -0.363  0.10
C -5.015 1.331 0.452  -0.70
I -4.269 2.659 -1.036  0.09
H -4.180 1.098 1.117  0.28
H -5.825 1.838 0.961  0.21
O -1.443 -2.115 5.437  -0.61
C -1.792 -1.678 4.349  0.35
C -1.623 -2.346 3.028  0.32
O -1.218 -3.494 2.849  -0.64
C -2.023 -1.376 2.002  0.26
C -2.270 -0.113 2.665  0.25
O -2.351 0.995 2.063  -0.78
C -2.461 -0.370 4.094  0.33
O -3.038 0.344 4.910  -0.64
O -2.094 -1.538 0.760  -0.77
F 5.070 4.875 1.475  -0.32
C 4.040 4.056 1.155  0.18
C 2.750 4.552 1.033  0.25
F 2.541 5.864 1.249  -0.32
C 1.707 3.721 0.697  0.26
F 0.476 4.253 0.580  -0.32
C 1.851 2.321 0.444  0.28
O 0.892 1.574 0.099  -0.80
C 3.198 1.877 0.598  0.21
F 3.472 0.574 0.382  -0.32
C 4.246 2.708 0.930  0.26
F 5.493 2.209 1.031  -0.32

E_tot = -158189.7184 eV
Energy relative to the best compared isomer or geometry (same formula, charge and spin) = 21.8 kcal/mol
Charge = -2
HOMO level = -0.03909 Ha
Orbital gap = 4.70 eV


[2]
ORCA calculation (ωB97M-V/def2-TZVPD) on a structure of composition C16H15B3F5IO3 at a distorted geometry.

Each line ends with the natural charge from an NBO analysis.
Cartesian coordinates (Å):
F -1.773 2.010 5.139  -0.29
C -1.012 1.260 4.403  0.65
F 0.080 1.808 3.977  -0.29
C -1.363 0.047 4.098  0.22
F -2.327 -0.506 4.835  -0.31
C -0.828 -0.773 2.966  -0.46
C 0.600 -1.330 3.194  -0.77
B 0.871 -1.888 4.635  1.15
O 2.167 -1.806 5.161  -0.89
B 2.106 -1.341 6.470  0.97
O 1.313 -2.064 7.338  -0.90
B 0.589 -2.961 6.572  0.97
I 0.592 -5.023 7.176  -0.05
O -0.065 -2.499 5.451  -0.90
H -1.544 -1.569 2.771  0.24
H -0.772 -0.107 2.106  0.25
H 0.751 -2.130 2.461  0.25
H 1.345 -0.569 2.965  0.24
H 2.667 -0.341 6.767  -0.09
F -0.549 0.328 0.154  -0.33
C -1.490 0.557 -0.787  0.38
C -1.180 0.334 -2.113  -0.25
C -2.153 0.566 -3.075  -0.20
C -3.410 1.024 -2.701  -0.23
C -3.699 1.246 -1.362  -0.18
C -2.735 1.006 -0.394  -0.29
H -0.193 -0.016 -2.383  0.24
H -1.932 0.389 -4.117  0.21
H -4.165 1.207 -3.455  0.22
H -4.676 1.606 -1.070  0.22
H -2.943 1.165 0.657  0.23
F 1.128 -0.773 -3.768  -0.33
C 1.634 0.049 -4.715  0.39
C 0.776 0.699 -5.579  -0.28
C 1.304 1.544 -6.544  -0.19
C 2.678 1.720 -6.638  -0.23
C 3.525 1.054 -5.763  -0.19
C 3.002 0.216 -4.790  -0.28
H -0.290 0.543 -5.496  0.22
H 0.643 2.065 -7.223  0.22
H 3.088 2.377 -7.394  0.22
H 4.596 1.187 -5.838  0.22
H 3.645 -0.306 -4.094  0.23

E_tot = -46701.2116 eV
HOMO level = -0.33811 Ha
Orbital gap = 9.70 eV


[3]
ORCA calculation (ωB97M-V/def2-TZVPD) on a structure of composition C5H7NO2 at a distorted geometry.

Each line ends with the natural charge from an NBO analysis.
Cartesian coordinates (Å):
C 0.636 0.822 -0.133  0.11
C -0.024 -0.009 1.027  -0.35
C -1.375 0.213 0.433  -0.23
C 0.177 -0.373 -1.020  -0.13
C 0.439 -1.041 0.366  0.48
H -0.869 1.964 -0.964  0.48
H 1.634 1.092 -0.308  0.24
H -0.072 0.102 2.285  0.26
H -1.725 1.197 0.404  0.20
H -2.289 -0.320 1.006  0.21
H -1.436 -1.393 -0.904  0.36
H 0.496 -0.782 -1.963  0.23
N -1.109 -0.312 -0.926  -0.62
O 0.097 2.030 -0.470  -0.69
O 1.515 -1.698 0.831  -0.55

E_tot = -10876.8958 eV
Energy relative to the best compared isomer or geometry (same formula, charge and spin) = 155.0 kcal/mol
HOMO level = -0.32149 Ha
Orbital gap = 8.76 eV